[1]
Here is an isolated molecule of C6H5ClN2 at a distorted geometry from OMol25. Energies are from wB97M-V/def2-TZVPD.

Structure (XYZ):
```
14
Properties=species:S:1:pos:R:3:lowdin_charge:R:1
C -0.7869 2.4951 -1.6543 -0.30
C -0.7031 1.4088 0.7413 -0.12
C -0.2602 0.1669 1.1608 -0.14
C -0.5928 1.7333 -0.5682 -0.02
C 0.2487 -0.2400 -1.0339 -0.53
C 0.7289 -1.9875 0.5622 -0.03
N -0.9250 3.1420 -2.6080 0.14
N 0.2521 -0.6670 0.2000 -0.23
Cl 0.9184 -0.9842 -2.3677 0.73
H -1.1254 2.1074 1.4496 0.12
H -0.3087 -0.1858 2.1719 0.10
H 1.6891 -2.1785 0.0821 0.08
H 0.8437 -2.0635 1.6406 0.09
H 0.0212 -2.7471 0.2234 0.10
```

Properties
* M: 140.6 g/mol
* total energy: -801.1714 hartree
* HOMO energy: -7.511 eV
* F_max: 5.524 eV/A
* relative energy (zero: lowest compared OMol25 entry of this formula, charge and spin): 3.780 eV
* spin multiplicity: 1

[2]
Here is an isolated molecule of C3HBrN2O at a distorted geometry from OMol25. Energies are from wB97M-V/def2-TZVPD.

Structure (XYZ):
```
8
Properties=species:S:1:pos:R:3:lowdin_charge:R:1
O 1.4394 1.6599 0.8626 0.16
C 1.3668 0.5190 0.5347 -0.43
C 0.2834 -0.2728 -0.0759 -0.07
C 0.6863 -1.5320 -0.0809 -0.74
Br 0.0359 -3.0489 -0.7644 0.84
N 2.3384 -1.5004 0.3484 0.09
N 2.5290 -0.3776 0.6758 0.04
H -0.5828 0.2577 -0.3316 0.11
```

Properties
* M: 161.0 g/mol
* total energy: -2873.5920 hartree
* HOMO energy: -9.738 eV
* F_max: 3.026 eV/A
* relative energy (zero: lowest compared OMol25 entry of this formula, charge and spin): 0.115 eV
* spin multiplicity: 1

[3]
Here is a cluster of 7 separate species, C36H68BF2NO14S6 in total at a distorted geometry from OMol25. Energies are from wB97M-V/def2-TZVPD.

Structure (XYZ):
```
128
Properties=species:S:1:pos:R:3:lowdin_charge:R:1
C 1.2488 1.6022 -5.4135 -0.08
C 0.3997 2.9565 -5.6380 -0.27
C 0.3687 3.4960 -7.1715 -0.09
C -0.2679 3.6811 -4.5508 -0.08
C -1.7910 3.2479 -4.1713 -0.18
C -2.7401 4.3106 -4.9063 -0.17
C -4.2232 3.7886 -5.2292 -0.33
C -4.7804 4.7424 -6.4359 -0.10
C -4.3049 2.2846 -5.7833 -0.19
C -3.2670 1.9484 -6.9716 -0.14
B -3.6689 0.5129 -7.6468 -0.08
N -2.7927 -0.7274 -7.4455 0.12
C -2.6439 -1.0813 -6.0241 -0.31
O -3.2863 -2.0534 -5.5799 0.13
F -1.8272 -0.3536 -5.1216 0.07
C -1.4913 -0.5556 -8.1085 -0.33
O -0.3794 -0.6969 -7.5825 0.13
F -1.5712 -0.1873 -9.4992 0.05
H 0.6746 0.8161 -4.8152 0.07
H 1.4781 1.1408 -6.4418 0.06
H 2.2600 1.8152 -4.9074 0.09
H 1.3791 3.2490 -7.6851 0.07
H -0.4885 3.0467 -7.7758 0.06
H 0.2899 4.6485 -7.1785 0.08
H 0.2928 4.5403 -4.0495 0.11
H -1.8963 2.1698 -4.5321 0.08
H -1.8389 3.2658 -3.0286 0.09
H -2.8513 5.2129 -4.1870 0.13
H -2.2671 4.7614 -5.8627 0.11
H -4.9626 3.8827 -4.3530 0.14
H -3.9414 4.7123 -7.2364 0.07
H -4.8674 5.8335 -6.1140 0.08
H -5.7105 4.3184 -6.9436 0.08
H -5.3709 2.0206 -6.1453 0.12
H -4.1065 1.5715 -4.8946 0.12
H -2.1737 1.8424 -6.6180 0.09
H -3.3188 2.7290 -7.8083 0.11
H -4.6242 0.3627 -8.3377 0.08
O -1.4567 -4.6654 -0.4884 -0.32
S -1.2948 -5.5495 -1.6196 0.66
O -0.3336 -6.6296 -1.6227 -0.33
C -2.8960 -6.2011 -2.0617 -0.24
C -3.4577 -5.1834 -3.0458 -0.22
C -2.2967 -4.8165 -3.9717 -0.21
C -1.0723 -4.5570 -3.0918 -0.22
H -3.5091 -6.3192 -1.1686 0.11
H -2.7409 -7.1695 -2.5427 0.11
H -4.3065 -5.5884 -3.6008 0.12
H -3.7983 -4.2916 -2.5095 0.12
H -2.0931 -5.6524 -4.6493 0.12
H -2.5308 -3.9456 -4.5873 0.08
H -0.1484 -4.8520 -3.5903 0.11
H -1.0129 -3.5103 -2.7877 0.10
O 1.5675 0.9541 -1.9261 -0.33
S 0.4983 1.5913 -1.1869 0.68
O -0.0270 2.8901 -1.5534 -0.34
C -0.8576 0.4405 -1.0502 -0.23
C -0.5587 -0.3414 0.2218 -0.20
C -0.0896 0.6937 1.2468 -0.22
C 0.9290 1.5977 0.5480 -0.23
H -0.9040 -0.1876 -1.9404 0.10
H -1.7787 1.0195 -0.9496 0.11
H -1.4367 -0.8886 0.5718 0.12
H 0.2404 -1.0665 0.0364 0.10
H -0.9431 1.2875 1.5794 0.08
H 0.3438 0.2205 2.1304 0.11
H 0.8867 2.6172 0.9260 0.08
H 1.9430 1.2064 0.6455 0.07
O 1.8415 -2.7170 1.6880 -0.31
S 2.9491 -1.8495 1.3555 0.67
O 2.8614 -0.4098 1.4681 -0.32
C 4.3908 -2.4088 2.2410 -0.24
C 5.0277 -3.4352 1.3143 -0.21
C 4.9550 -2.8285 -0.0886 -0.21
C 3.5396 -2.2789 -0.2778 -0.21
H 4.0966 -2.8235 3.2046 0.10
H 5.0473 -1.5491 2.3863 0.10
H 6.0559 -3.6568 1.6078 0.12
H 4.4585 -4.3703 1.3423 0.12
H 5.6809 -2.0129 -0.1708 0.12
H 5.1989 -3.5628 -0.8598 0.12
H 3.5334 -1.3897 -0.9102 0.11
H 2.8688 -3.0340 -0.6918 0.11
O -1.5898 3.2111 2.2957 -0.31
S -0.5376 3.3948 3.2688 0.68
O 0.7388 2.7267 3.1630 -0.31
C -0.2553 5.1445 3.4717 -0.23
C -1.2276 5.5574 4.5690 -0.22
C -1.1494 4.4563 5.6288 -0.22
C -1.2157 3.1125 4.9002 -0.21
H -0.4278 5.6612 2.5277 0.11
H 0.7802 5.2805 3.7917 0.11
H -0.9743 6.5362 4.9816 0.12
H -2.2448 5.6121 4.1675 0.12
H -0.1998 4.5367 6.1680 0.12
H -1.9521 4.5456 6.3643 0.12
H -0.6265 2.3486 5.4094 0.10
H -2.2457 2.7709 4.7833 0.11
O 4.6471 -2.5139 6.5096 -0.32
S 5.0434 -1.3023 5.8268 0.67
O 5.8873 -1.3192 4.6516 -0.34
C 3.5786 -0.3479 5.4707 -0.22
C 3.3825 0.5156 6.7089 -0.23
C 4.7756 1.0244 7.0857 -0.21
C 5.7310 -0.1692 7.0287 -0.22
H 2.7383 -1.0133 5.2740 0.08
H 3.7858 0.2668 4.5913 0.12
H 2.6887 1.3370 6.5186 0.12
H 2.9769 -0.0874 7.5251 0.10
H 5.0930 1.7851 6.3647 0.12
H 4.7829 1.4878 8.0750 0.11
H 6.7310 0.1304 6.7128 0.10
H 5.7835 -0.6862 7.9885 0.11
O 1.1332 -1.2663 7.1215 -0.32
S 0.1940 -1.8484 6.1887 0.67
O -0.1929 -1.1814 4.9658 -0.32
C 0.7387 -3.5006 5.7960 -0.22
C 0.0910 -4.3735 6.8627 -0.22
C -1.3426 -3.8583 7.0067 -0.22
C -1.2756 -2.3320 7.0876 -0.22
H 1.8282 -3.5460 5.8066 0.10
H 0.3609 -3.7488 4.8014 0.12
H 0.1165 -5.4295 6.5862 0.12
H 0.6218 -4.2595 7.8136 0.12
H -1.9263 -4.1556 6.1294 0.12
H -1.8366 -4.2780 7.8861 0.12
H -2.1491 -1.8658 6.6302 0.10
H -1.1688 -1.9902 8.1187 0.11
```

Properties
* M: 980.1 g/mol
* total energy: -5134.0482 hartree
* HOMO energy: -5.980 eV
* F_max: 5.452 eV/A
* spin multiplicity: 1